Here is a structure of composition C52H90Br22ClFI2N2O4P in a non-equilibrium geometry from the Open Molecules 2025 dataset. Energies are from ωB97M-V/def2-TZVPD.

Its total energy is -60570.0549 Eh. The total charge is +1.

CARTESIAN COORDINATES (ANGSTROEM)
C -1.309 -2.197 2.131
C -2.042 -1.897 0.945
C -1.648 -1.505 -0.530
N -0.449 -0.785 -1.048
C -0.666 0.610 -0.528
C -0.838 0.923 1.040
O -0.486 2.333 1.284
C -0.733 -0.576 -2.559
C -0.768 0.819 -3.305
O 0.344 1.740 -3.241
C -0.189 3.033 -3.695
C 0.963 4.033 -4.187
O -1.803 -1.276 -3.213
C -3.027 -0.694 -3.433
N -4.013 0.005 -3.591
C 0.513 -1.332 -3.358
C 0.191 -2.520 -4.379
C -0.270 -1.943 -5.852
C 0.019 -3.110 -6.957
Cl -0.706 -4.749 -6.458
C 1.858 -1.302 -2.400
C 2.745 -2.593 -2.690
C 3.679 -2.734 -3.938
C 3.443 -2.413 -5.444
C 4.447 -2.656 -6.607
C 5.841 -3.288 -6.319
C 6.173 -3.603 -4.816
C 7.608 -4.243 -4.498
C 5.130 -3.339 -3.671
C 2.812 -0.033 -2.606
I 4.833 -0.230 -1.623
C 3.386 0.493 -3.961
C 2.655 1.139 -5.187
I 4.621 2.256 -3.209
C 0.988 -1.388 -0.966
C 1.795 -0.972 0.372
C 2.310 0.474 0.705
F 3.004 -1.771 0.634
P 0.586 -3.230 -0.402
C 1.996 -4.428 -0.132
O -0.182 -4.066 -1.759
H -0.646 -1.508 2.759
H -1.444 -3.271 2.550
H -3.177 -2.094 1.126
H -1.995 -2.462 -1.093
H -2.539 -0.791 -0.802
H -1.631 1.135 -0.907
H 0.177 1.359 -0.809
H -1.955 0.845 1.350
H -0.214 0.311 1.760
H -1.203 2.845 0.843
H -0.912 0.623 -4.444
H -1.657 1.524 -3.020
H -0.805 3.559 -2.886
H -0.894 2.857 -4.591
H 1.266 3.745 -5.269
H 0.516 5.092 -4.260
H 1.890 4.072 -3.519
H 0.861 -0.553 -4.152
H 1.060 -3.216 -4.644
H -0.646 -3.248 -4.105
H 0.361 -1.047 -6.185
H -1.401 -1.757 -5.837
H -0.486 -2.838 -7.973
H 1.143 -3.303 -7.108
H 2.093 -3.560 -2.726
H 3.396 -2.770 -1.745
H 2.433 -1.946 -5.723
H 4.134 -2.387 -7.684
H 6.538 -3.486 -7.202
H 8.191 -3.574 -3.776
H 8.187 -4.464 -5.465
H 7.405 -5.270 -3.999
H 5.484 -3.621 -2.608
H 2.360 0.869 -2.031
H 4.281 -0.133 -4.363
H 2.784 2.291 -5.259
H 3.176 0.762 -6.160
H 1.545 0.970 -5.372
H 1.105 -1.313 1.248
H 3.451 0.548 0.922
H 2.095 1.350 0.019
H 1.858 0.789 1.733
H 3.072 -4.081 -0.134
H 1.990 -5.380 -0.805
H 1.825 -4.871 0.933
H -0.228 -5.024 -1.511
Br 2.932 4.888 5.597
C 2.504 4.146 3.846
C 1.723 2.861 3.969
Br 2.881 1.372 4.461
H 3.447 4.029 3.311
H 1.904 4.913 3.352
H 1.292 2.580 3.006
H 0.931 2.908 4.717
Br -2.437 -0.636 -10.518
C -3.007 -2.175 -11.570
C -2.847 -3.458 -10.794
Br -0.982 -4.021 -10.734
H -2.433 -2.158 -12.497
H -4.059 -1.991 -11.796
H -3.374 -4.276 -11.288
H -3.190 -3.384 -9.761
Br -1.567 -0.481 4.688
C -1.514 0.231 6.502
C -0.121 0.672 6.875
Br 1.013 -0.857 7.297
H -1.913 -0.542 7.159
H -2.199 1.083 6.493
H -0.138 1.273 7.786
H 0.381 1.232 6.086
Br -5.166 3.030 5.812
C -5.113 3.744 7.626
C -3.720 4.187 7.999
Br -2.585 2.661 8.421
H -5.511 2.971 8.284
H -5.798 4.594 7.617
H -3.738 4.789 8.909
H -3.219 4.748 7.209
Br -4.704 -6.913 -9.502
C -5.518 -7.749 -11.063
C -4.621 -7.641 -12.271
Br -4.676 -5.848 -13.034
H -6.491 -7.279 -11.205
H -5.662 -8.794 -10.783
H -4.968 -8.300 -13.069
H -3.575 -7.862 -12.053
Br -4.156 -2.370 6.727
C -3.213 -3.152 8.244
C -4.120 -3.292 9.441
Br -4.393 -1.577 10.325
H -2.341 -2.525 8.434
H -2.880 -4.132 7.896
H -3.660 -3.932 10.197
H -5.107 -3.683 9.191
Br 0.379 5.055 8.284
C 0.037 6.453 9.600
C -0.188 5.869 10.974
Br -1.973 5.099 11.130
H -0.810 7.034 9.234
H 0.932 7.077 9.590
H -0.148 6.650 11.735
H 0.521 5.082 11.230
Br 6.150 7.489 3.709
C 7.459 7.179 5.120
C 6.798 6.667 6.376
Br 5.900 8.103 7.340
H 7.996 8.116 5.266
H 8.143 6.433 4.713
H 7.544 6.281 7.073
H 6.051 5.895 6.186
Br 1.036 7.636 -7.616
C -0.405 8.309 -6.489
C 0.135 8.934 -5.226
Br 0.684 7.573 -3.943
H -1.080 7.473 -6.302
H -0.917 9.055 -7.098
H -0.643 9.506 -4.717
H 0.998 9.576 -5.397
Br 0.129 -4.802 9.320
C -0.216 -3.410 10.640
C -0.431 -3.997 12.014
Br -2.209 -4.780 12.178
H -1.069 -2.834 10.280
H 0.675 -2.779 10.627
H -0.393 -3.216 12.775
H 0.285 -4.779 12.266
Br -5.870 -1.766 1.301
C -6.219 -0.380 2.628
C -6.452 -0.977 3.995
Br -8.236 -1.749 4.134
H -7.064 0.204 2.263
H -5.324 0.245 2.629
H -6.416 -0.202 4.763
H -5.743 -1.766 4.247